Record 1
The following is a DFT calculation (ωB97M-V/def2-TZVPD) of a cluster of 2 separate species, C4H11NO in total.

Positions of all 17 atoms, in Å:
H  -3.78077  -0.20364  2.49336
H  1.27102  -2.27358  -0.13716
C  -3.63146  0.19617  1.49603
N  0.93766  -1.40387  -0.52286
H  -3.28469  -0.73400  1.00796
H  -2.52792  1.98077  2.13407
H  -4.54018  0.44269  0.97684
H  2.12415  1.56311  -1.51078
H  -0.06510  -1.34906  -0.50318
H  -2.61301  1.76508  0.42786
H  1.10461  0.60919  -2.45084
C  -2.50730  1.21864  1.35391
C  1.86461  -0.43193  -0.75680
O  3.03754  -0.61433  -0.50871
H  0.46834  1.27977  -0.96513
C  1.34400  0.80873  -1.41433
H  -1.53828  0.73389  1.24588

The value obtained for the largest force on an atom is 2.11 eV Å⁻¹. The SMILES is CC(N)=O.CC. The orbital gap comes out at 10.60 eV. The value obtained for the energy above the lowest of the compared OMol25 structures with the same formula, charge and spin is 8.8 kcal/mol. For the total energy, the calculation gives -7864.174 eV.

---

Record 2
The following is a DFT calculation (ωB97M-V/def2-TZVPD) of a structure of composition C24H20FN6O4S2TeV.

Positions of all 59 atoms, in Å:
C  2.21805  -2.45670  0.36270
C  -2.28124  -1.87852  0.26188
C  2.78615  0.16198  3.22750
H  -5.57208  -1.49131  -1.66766
H  -0.97425  -0.31279  5.24504
C  -2.93560  2.77863  -1.37112
C  3.47851  0.93079  -0.20458
C  -0.71282  3.41665  -0.51607
O  -0.05012  1.37527  0.73231
H  4.17960  0.00533  4.90165
H  3.61780  1.49642  -2.13800
N  3.00162  1.15455  -1.41497
C  2.82933  -2.36310  -1.95338
H  3.56052  -2.54588  -2.73127
C  4.82858  0.74120  1.83325
H  -2.13191  -3.82887  -0.67112
O  -3.76622  0.27218  -3.75803
S  1.82150  -0.25013  5.53912
H  -0.39386  -1.37482  -1.58225
H  2.45656  -2.71931  1.38913
C  -3.70697  2.06338  -2.18789
H  5.62137  0.76624  2.56385
H  2.00199  1.19088  -1.61555
H  -3.34217  3.56285  -0.74780
O  1.30226  3.19257  0.77698
Te  -0.61007  -2.25922  1.46206
H  -4.21435  -3.53740  -1.95056
N  -1.56190  2.53867  -1.28797
C  -4.64247  -1.60234  -1.12593
C  0.61087  -1.68780  -1.32473
H  -2.70764  0.07406  1.09511
F  -5.01226  2.24286  -2.24759
V  0.85609  -0.00524  1.13289
H  -1.29760  0.30013  -3.59172
C  1.56911  -1.87989  -2.30153
N  2.73936  0.53604  0.85399
H  -0.13435  4.08768  -1.15529
C  3.18027  -0.01340  4.49653
H  4.13673  -3.03772  -0.38091
H  -1.15976  0.25869  3.65456
H  1.32997  -1.69229  -3.33965
N  1.39225  0.05184  3.03328
C  -4.22664  -0.59392  -0.26266
C  3.16081  -2.64065  -0.62707
H  -1.32946  4.03611  0.13753
C  -2.69898  -2.91075  -0.57564
C  0.75985  -0.12717  4.20649
H  -4.84529  0.28255  -0.12180
C  -3.15474  1.00525  -3.04034
N  -1.74639  0.92651  -2.93443
C  -3.87932  -2.75046  -1.28848
C  -0.94083  1.62387  -2.09347
C  -3.03085  -0.71570  0.42805
O  0.27675  1.44021  -2.02797
C  0.30505  2.73384  0.36294
C  0.93442  -1.95832  0.02439
S  5.14492  1.13673  0.17672
N  -0.57222  -0.21665  4.32195
C  3.53209  0.46638  2.01752

The value obtained for the largest force on an atom is 0.25 eV Å⁻¹. Its spin multiplicity is 2. The expectation value of S² is 0.816. The orbital gap (alpha / beta) comes out at 5.45 / 6.30 eV. The value obtained for the energy above the lowest of the compared OMol25 structures with the same formula, charge and spin is 0.4 kcal/mol. Its total charge is +3. For the total energy, the calculation gives -99687.802 eV.

---

Record 3
The following is a DFT calculation (ωB97M-V/def2-TZVPD) of a structure of composition C22H16Cl3N2O2PdS2.

Positions of all 48 atoms, in Å:
C  4.19684  -0.91798  3.16691
S  -4.63036  -1.95017  -1.29125
N  -3.14656  -0.19296  -0.02776
C  -1.90107  1.55865  0.76535
H  -6.76974  -0.97497  -1.13220
C  -3.08447  -1.16564  -0.87377
H  -3.06460  3.32225  1.16409
C  2.98786  -1.47114  0.75825
H  -3.44497  1.93280  2.19296
H  -4.00098  1.94609  0.53293
H  4.66336  -0.68997  4.11481
H  0.64472  4.61704  3.08300
H  -5.38273  2.49126  -5.65366
Cl  2.27011  -1.82831  -0.80017
C  4.28572  -1.89276  0.97438
H  -3.93565  2.95680  -3.69683
Cl  6.52656  -2.13529  2.48314
C  -0.63194  2.26116  0.97157
S  -1.70524  -1.84326  -1.65376
C  -4.66227  2.15503  -3.65894
H  2.49552  2.68492  -0.27949
C  2.20774  -0.76475  1.70815
C  -6.48771  0.07814  -3.55112
O  1.00524  -0.37119  1.53110
H  -7.19590  -0.74244  -3.51484
O  0.51383  1.22338  -0.87811
C  1.64565  2.84523  0.37203
H  -5.56765  0.01804  -0.30696
H  2.60849  4.31009  1.57831
C  -4.77097  1.38453  -2.51036
C  -6.38621  0.85156  -4.69800
H  -4.12494  1.57875  -1.66598
C  2.90176  -0.51163  2.92348
N  -1.91774  0.37986  0.24548
Cl  2.05174  0.37161  4.15213
C  -5.68514  0.33473  -2.44331
H  4.81719  -2.42983  0.20151
C  4.88614  -1.61336  2.18652
C  0.49730  2.05481  0.12117
H  -7.01992  0.63751  -5.54989
C  1.69868  3.74509  1.40856
C  -3.18082  2.24169  1.17796
C  -5.47088  1.89275  -4.75563
Pd  -0.13436  -0.69894  -0.25361
C  -0.54445  3.19684  2.01108
C  -5.77475  -0.53643  -1.21944
C  0.59952  3.92494  2.25233
H  -1.39753  3.33546  2.66491

The value obtained for the largest force on an atom is 0.30 eV Å⁻¹. Its spin multiplicity is 3. The expectation value of S² is 2.008. The orbital gap (alpha / beta) comes out at 7.16 / 6.92 eV. Its total charge is -1. For the total energy, the calculation gives -92868.403 eV.

---

Record 4
The following is a DFT calculation (ωB97M-V/def2-TZVPD) of a structure of composition C2H2O2Sn.

Positions of all 7 atoms, in Å:
O  1.67968  -0.57124  -0.44808
C  -0.28456  0.89773  -0.12733
H  -0.97533  -1.26251  0.25531
Sn  2.33064  0.96831  0.36100
C  0.56199  -0.06246  0.18636
O  -1.55087  0.80501  -0.27337
H  -1.76154  -0.77485  0.04610

The value obtained for the largest force on an atom is 7.13 eV Å⁻¹. The orbital gap comes out at 7.50 eV. The value obtained for the energy above the lowest of the compared OMol25 structures with the same formula, charge and spin is 33.2 kcal/mol. For the total energy, the calculation gives -12025.732 eV.

---

Record 5
The following is a DFT calculation (ωB97M-V/def2-TZVPD) of a structure of composition C3H8S2.

Positions of all 13 atoms, in Å:
H  -1.23104  2.35723  0.35396
H  0.95311  1.16247  0.06886
C  0.37783  1.32363  -0.83502
H  0.95011  -0.53019  -1.78976
C  0.05232  -0.01173  -1.46104
H  -0.68602  0.05084  -2.25698
H  -0.62296  3.31444  -0.90232
S  0.96791  -0.97394  1.83301
H  -1.66304  1.98259  -1.30306
H  1.02659  1.96591  -1.45674
H  0.61625  -2.24358  1.62029
C  -0.81733  2.25948  -0.66136
S  -0.83882  -1.07062  -0.23441

The value obtained for the largest force on an atom is 1.70 eV Å⁻¹. Its spin multiplicity is 2. The expectation value of S² is 0.755. The orbital gap (alpha / beta) comes out at 6.22 / 6.80 eV. The value obtained for the energy above the lowest of the compared OMol25 structures with the same formula, charge and spin is 5.0 kcal/mol. Its total charge is -1. For the total energy, the calculation gives -24911.368 eV.